1.
2 unconnected molecules or ions with the total composition C4H10O2 in a non-equilibrium geometry. Source: OMol25; level of theory: the ωB97M-V functional and the def2-TZVPD basis.

## Properties
SMILES string ... C/C=C/O.CO
E_tot ... -308.824309 hartree
E_HOMO ... -8.573 eV

The geometry in XYZ format:
```
16
Properties=species:S:1:pos:R:3:forces:R:3
C -2.403 0.638 1.174 -0.4 0.1 -1.6
C -1.136 -0.099 1.470 0.7 -1.3 -0.4
C -0.544 -0.854 0.529 -1.5 0.6 -0.4
O 0.578 -1.600 0.716 0.5 -1.3 -0.2
H -2.151 1.680 0.944 -0.3 0.0 0.2
H -2.921 0.233 0.231 0.8 0.5 1.4
H -3.130 0.609 1.983 0.1 0.0 0.1
H -0.689 -0.069 2.478 -0.3 0.0 -0.5
H -0.924 -0.879 -0.521 0.1 0.0 1.0
H 0.499 -2.436 0.192 0.1 1.2 0.7
C 2.245 0.450 -1.885 0.0 0.8 0.5
O 1.433 0.808 -0.733 1.0 -0.2 -0.7
H 1.908 -0.518 -2.290 0.5 0.2 0.2
H 2.093 1.213 -2.665 -0.2 -0.2 0.3
H 3.337 0.516 -1.632 -0.9 -0.5 -0.2
H 1.805 0.309 0.010 -0.4 0.1 -0.2
```
Forces are in eV/Å.

Löwdin charges in e: number 1, C, carries -0.13; number 2, C, carries -0.16; number 3, C, carries -0.27; number 4, O, carries -0.04; number 5, H, carries 0.07; number 6, H, carries 0.10; number 7, H, carries 0.06; number 8, H, carries 0.11; number 9, H, carries 0.13; number 10, H, carries 0.12; number 11, C, carries -0.14; number 12, O, carries -0.16; number 13, H, carries 0.07; number 14, H, carries 0.07; number 15, H, carries 0.09; number 16, H, carries 0.06

---

2.
3 unconnected molecules or ions with the total composition C29H53F3IN5O6PS2. Source: OMol25; level of theory: the ωB97M-V functional and the def2-TZVPD basis.

## Properties
Total charge ... +1
E_tot ... -3596.826316 hartree
E_HOMO ... -10.116 eV

The geometry in XYZ format:
```
100
Properties=species:S:1:pos:R:3:forces:R:3
C -5.168 -2.248 -0.515 -0.2 -0.1 -0.1
C -5.238 -3.736 -0.223 0.6 0.3 0.1
N -3.961 -4.279 0.351 -0.3 -0.5 0.0
C -3.559 -5.534 -0.321 0.0 0.2 0.0
C -2.234 -6.090 0.204 -0.2 -0.2 -0.1
C -4.091 -4.413 1.755 0.0 0.3 -0.2
S -4.593 -5.720 2.554 0.0 -0.2 0.1
S -3.736 -2.925 2.648 0.0 0.0 0.2
C -2.319 -2.352 1.685 -0.2 0.1 0.0
C -1.911 -0.933 2.049 0.0 0.0 0.0
C -0.873 -0.344 1.046 0.0 0.0 0.1
C -0.192 -1.425 0.270 0.1 0.1 -0.3
C 0.941 -2.040 0.807 0.1 0.0 -0.1
O 1.390 -1.681 2.032 0.0 0.1 -0.1
C 1.560 -3.071 0.129 -0.3 0.0 0.2
C 2.795 -3.643 0.777 0.4 0.4 -0.1
O 3.776 -2.991 0.907 -0.2 -0.4 -0.1
O 2.724 -4.965 1.159 0.1 0.1 0.3
C 1.859 -5.281 2.183 0.0 0.1 -0.1
F 1.844 -4.324 3.110 0.1 0.0 0.0
F 2.254 -6.414 2.705 -0.1 -0.1 0.0
F 0.605 -5.406 1.726 0.0 -0.1 0.0
C 1.042 -3.504 -1.096 0.2 -0.2 0.1
I 2.059 -5.063 -2.047 0.1 0.0 0.0
C -0.074 -2.886 -1.631 -0.3 0.5 0.1
P -0.716 -3.595 -3.234 0.0 -0.6 -0.1
O -1.029 -5.005 -3.011 0.0 0.2 0.0
O 0.390 -3.216 -4.286 -0.1 0.3 0.2
O -1.958 -2.784 -3.785 -0.1 0.0 0.2
N -0.659 -1.857 -0.922 0.1 -0.2 0.1
C -1.844 -1.153 -1.464 0.0 0.1 0.0
C -1.419 -0.076 -2.434 0.3 0.1 -0.3
N -2.142 0.484 -3.295 -0.3 -0.2 0.3
H -4.818 -1.686 0.348 0.0 0.1 0.1
H -4.515 -2.060 -1.369 0.0 0.0 0.0
H -6.157 -1.881 -0.786 -0.1 0.1 0.0
H -5.402 -4.268 -1.156 -0.2 -0.1 0.0
H -6.060 -3.957 0.455 -0.1 -0.1 0.0
H -3.445 -5.278 -1.375 0.0 0.0 -0.1
H -4.357 -6.275 -0.252 0.0 -0.1 0.0
H -2.372 -7.091 0.604 0.0 0.0 0.1
H -1.515 -6.171 -0.608 0.1 0.1 0.0
H -1.828 -5.482 1.009 0.1 0.1 0.0
H -1.502 -3.051 1.861 0.1 0.0 0.0
H -2.620 -2.438 0.647 0.0 0.0 -0.1
H -2.784 -0.282 2.066 -0.1 0.0 0.0
H -1.490 -0.919 3.051 0.1 0.0 0.1
H -1.341 0.382 0.389 0.1 0.1 0.0
H -0.109 0.204 1.587 0.0 0.1 0.1
H 1.822 -0.814 1.992 0.1 0.0 0.2
H 1.164 -2.745 -3.956 0.1 -0.1 -0.2
H -2.735 -3.360 -3.698 -0.1 0.1 -0.2
H -2.378 -0.690 -0.645 -0.1 -0.1 0.1
H -2.516 -1.877 -1.894 0.0 0.0 -0.1
H -0.379 0.247 -2.352 0.1 0.1 0.0
H -3.091 0.100 -3.267 -0.1 0.1 -0.2
C 0.114 3.035 -3.291 0.0 -0.1 0.0
C -0.938 3.598 -2.350 0.0 0.0 -0.1
N -0.374 4.395 -1.277 0.0 -0.1 0.1
C -1.321 4.684 -0.215 -0.1 0.0 0.1
C -2.545 5.547 -0.545 0.0 0.0 0.1
C 0.475 5.500 -1.695 0.1 0.1 -0.1
C -0.127 6.553 -2.634 0.0 0.0 0.0
H 0.881 2.492 -2.732 0.0 0.1 0.0
H -0.355 2.348 -3.996 0.0 0.0 0.0
H 0.609 3.811 -3.874 0.0 0.0 0.0
H -1.467 2.761 -1.886 -0.1 0.0 0.0
H -1.688 4.143 -2.944 0.0 0.0 0.0
H -0.771 5.145 0.610 0.0 0.0 0.0
H -1.677 3.720 0.170 0.0 0.0 0.0
H -2.283 6.595 -0.676 0.0 0.0 0.0
H -3.262 5.495 0.276 0.0 0.0 0.0
H -3.054 5.205 -1.447 0.0 0.0 0.0
H 1.360 5.079 -2.177 0.0 0.0 0.0
H 0.849 5.988 -0.792 -0.1 0.0 0.0
H -0.674 6.098 -3.461 0.0 0.0 0.0
H 0.674 7.155 -3.067 0.0 0.0 0.0
H -0.798 7.236 -2.117 -0.1 0.0 0.0
C 4.812 1.594 0.002 0.0 0.0 0.0
C 4.598 2.873 0.799 0.1 0.0 0.0
N 3.747 2.683 1.961 -0.1 0.0 0.0
C 3.288 3.929 2.554 -0.1 0.1 0.0
C 4.334 4.868 3.165 0.0 0.0 0.0
C 4.186 1.658 2.892 -0.1 -0.2 0.1
C 5.579 1.773 3.521 0.0 0.0 0.0
H 3.853 1.144 -0.266 0.0 0.0 0.0
H 5.352 1.818 -0.918 0.0 0.0 0.0
H 5.399 0.857 0.551 0.0 0.0 0.0
H 4.105 3.606 0.155 0.0 0.0 0.0
H 5.581 3.298 1.053 0.0 0.0 0.0
H 2.540 3.685 3.314 0.0 0.0 0.0
H 2.749 4.475 1.773 0.0 0.0 -0.1
H 4.722 4.492 4.111 0.0 0.0 0.0
H 3.878 5.838 3.366 0.0 0.0 0.0
H 5.174 5.036 2.491 0.0 0.0 0.0
H 4.131 0.695 2.369 0.1 0.0 0.0
H 3.439 1.595 3.688 0.0 0.1 0.0
H 6.339 2.026 2.781 0.0 0.0 0.0
H 5.861 0.817 3.965 0.0 0.0 0.0
H 5.613 2.519 4.313 0.0 0.1 0.0
```
Forces are in eV/Å.

Here are the Löwdin charges for atoms 1 to 99, given in e: number 1, C, carries -0.07; number 2, C, carries -0.21; number 3, N, carries -0.24; number 4, C, carries -0.26; number 5, C, carries -0.08; number 6, C, carries -1.15; number 7, S, carries 0.77; number 8, S, carries 0.94; number 9, C, carries -0.49; number 10, C, carries -0.19; number 11, C, carries -0.08; number 12, C, carries -0.10; number 13, C, carries -0.18; number 14, O, carries 0.11; number 15, C, carries -0.08; number 16, C, carries -0.44; number 17, O, carries 0.24; number 18, O, carries 0.11; number 19, C, carries -0.68; number 20, F, carries 0.20; number 21, F, carries 0.24; number 22, F, carries 0.17; number 23, C, carries -0.55; number 24, I, carries 1.23; number 25, C, carries -0.17; number 26, P, carries 0.40; number 27, O, carries -0.28; number 28, O, carries -0.11; number 29, O, carries -0.10; number 30, N, carries 0.05; number 31, C, carries -0.11; number 32, C, carries -0.21; number 33, N, carries 0.17; number 34, H, carries 0.05; number 35, H, carries 0.05; number 36, H, carries 0.09; number 37, H, carries 0.12; number 38, H, carries 0.12; number 39, H, carries 0.10; number 40, H, carries 0.10; number 41, H, carries 0.08; number 42, H, carries 0.06; number 43, H, carries 0.05; number 44, H, carries 0.09; number 45, H, carries 0.04; number 46, H, carries 0.12; number 47, H, carries 0.12; number 48, H, carries 0.11; number 49, H, carries 0.13; number 50, H, carries 0.14; number 51, H, carries 0.08; number 52, H, carries 0.11; number 53, H, carries 0.11; number 54, H, carries 0.09; number 55, H, carries 0.12; number 56, H, carries 0.08; number 57, C, carries -0.10; number 58, C, carries -0.28; number 59, N, carries -0.20; number 60, C, carries -0.26; number 61, C, carries -0.08; number 62, C, carries -0.25; number 63, C, carries -0.08; number 64, H, carries 0.07; number 65, H, carries 0.06; number 66, H, carries 0.07; number 67, H, carries 0.09; number 68, H, carries 0.11; number 69, H, carries 0.11; number 70, H, carries 0.10; number 71, H, carries 0.06; number 72, H, carries 0.07; number 73, H, carries 0.07; number 74, H, carries 0.10; number 75, H, carries 0.11; number 76, H, carries 0.07; number 77, H, carries 0.08; number 78, H, carries 0.06; number 79, C, carries -0.09; number 80, C, carries -0.27; number 81, N, carries -0.21; number 82, C, carries -0.25; number 83, C, carries -0.08; number 84, C, carries -0.26; number 85, C, carries -0.07; number 86, H, carries 0.07; number 87, H, carries 0.08; number 88, H, carries 0.07; number 89, H, carries 0.12; number 90, H, carries 0.11; number 91, H, carries 0.11; number 92, H, carries 0.10; number 93, H, carries 0.06; number 94, H, carries 0.07; number 95, H, carries 0.07; number 96, H, carries 0.09; number 97, H, carries 0.11; number 98, H, carries 0.07; number 99, H, carries 0.07